## w
A gas-phase ion, C5H9ClN3 (charge +1), computed with ωB97M-V/def2-TZVPD.

## Properties
highest occupied orbital energy = -12.9 eV
SMILES = C/C(Cl)=N/[C@@H]1CNC1=[NH2+]
lowest unoccupied orbital energy = -3.08 eV

The geometry in ORCA input format:
```
! RIJCOSX wB97M-V def2-TZVPD def2/J DEFGRID3
* xyz 1 1
C 0.2950 -0.3926 0.1098
C 1.6432 -0.6168 0.8574
C -0.0599 -1.8240 0.7533
C -1.2700 1.6869 -0.7140
C -2.5756 1.4605 -1.4453
N -0.6877 0.5818 -0.3198
N 1.2940 -1.7250 1.3069
N 2.7962 0.0347 0.7501
Cl -0.6573 3.2370 -0.2972
H 0.8765 -0.4054 -0.8622
H -0.9253 -1.8460 1.3833
H -0.0497 -2.6004 -0.0029
H -2.5518 1.7809 -2.4089
H -3.5271 1.8703 -0.9956
H -2.7031 0.3846 -1.4980
H 1.8107 -2.4052 1.8323
H 2.6407 0.9511 0.3585
H 3.6513 -0.1723 1.1925
*
```

***

## x
A gas-phase ion, C5H9ClN3 (charge +1), computed with ωB97M-V/def2-TZVPD.

## Properties
highest occupied orbital energy = -13.4 eV
SMILES = [H]/N=N\[C@@H](Cl)CC(C)=[N+]=C
lowest unoccupied orbital energy = -4.50 eV

The geometry in ORCA input format:
```
! RIJCOSX wB97M-V def2-TZVPD def2/J DEFGRID3
* xyz 1 1
C -0.6676 0.5637 0.0902
C -0.9039 -0.9009 -0.2912
C 1.4129 1.8736 0.2656
C 0.3094 -1.8092 -0.0734
C -1.8431 1.3825 0.4741
N 0.4289 1.1968 0.0424
N 2.2105 -1.7005 -1.4342
N 1.0060 -1.8025 -1.2997
Cl 1.1033 -1.3209 1.4899
H -1.7671 -1.1101 0.2367
H -1.0120 -0.9695 -1.4177
H 1.7486 2.3474 -0.6567
H 1.9444 1.8597 1.2304
H -0.0699 -2.8587 0.2752
H -2.8572 1.0382 0.0087
H -1.7546 2.3659 0.0006
H -2.0535 1.3482 1.6050
H 2.7648 -1.5038 -0.5461
*
```

***

Most stable: w

***

## w
4 unconnected molecules or ions with the total composition C3H15NO3, computed with ωB97M-V/def2-TZVPD.

## Properties
highest occupied orbital energy = -9.0 eV
SMILES = CN(C)C.O.O.O
lowest unoccupied orbital energy = 0.60 eV

The geometry in ORCA input format:
```
! RIJCOSX wB97M-V def2-TZVPD def2/J DEFGRID3
* xyz 0 1
C 0.6761 1.1867 0.3087
N 0.9692 -0.1188 -0.2134
C 2.2536 -0.6029 0.2821
C 0.8767 -0.1686 -1.6652
H 0.6017 1.1447 1.4085
H 1.5078 1.9135 0.1463
H -0.2252 1.5795 -0.1328
H 2.4586 -1.5967 -0.1213
H 2.2215 -0.7138 1.3582
H 3.0822 0.0363 -0.0484
H 1.2281 -1.1475 -1.9820
H -0.1764 -0.0942 -1.9376
H 1.4354 0.6629 -2.1244
H -2.7382 1.8651 -1.4759
H -2.6493 0.6023 -0.6033
O -2.1994 1.0841 -1.3198
H -0.5620 -1.2824 2.2005
H -0.0332 -1.3601 0.7394
O -0.4928 -1.8811 1.4425
H -2.1680 -0.9073 1.1321
H -3.0545 0.2483 1.6342
O -3.0119 -0.4500 0.9717
*
```

***

## x
4 unconnected molecules or ions with the total composition C3H15NO3, computed with ωB97M-V/def2-TZVPD.

## Properties
highest occupied orbital energy = -8.2 eV
SMILES = CN(C)C.O.O.O
lowest unoccupied orbital energy = 0.49 eV

The geometry in ORCA input format:
```
! RIJCOSX wB97M-V def2-TZVPD def2/J DEFGRID3
* xyz 0 1
C -1.2031 0.7591 -0.1926
N -1.2037 -0.5745 -0.7484
C -2.2726 -0.5569 -1.8226
C 0.1105 -1.1941 -0.8631
H -0.5245 0.7999 0.6734
H -2.2095 1.0340 0.2022
H -0.9181 1.5374 -0.9184
H -2.8519 -1.4375 -1.5293
H -2.8868 0.3129 -1.8691
H -1.8340 -0.8226 -2.8177
H -0.0943 -2.2454 -1.2747
H 0.4640 -1.2775 0.1819
H 0.9155 -0.7291 -1.4258
H 2.9304 2.5832 -0.6347
H 2.0286 1.4645 0.0955
O 2.7905 1.6479 -0.4600
H 0.2966 -1.5327 3.0999
H -0.4603 -1.0170 1.9037
O 0.4427 -1.1368 2.2320
H 1.3908 0.5159 2.1667
H 2.9790 0.7262 2.0160
O 2.1103 1.1430 1.9851
*
```

***

Most stable: w

***

## w
2 unconnected molecules or ions with the total composition C2H3FOS, computed with ωB97M-V/def2-TZVPD.

## Properties
highest occupied orbital energy = -8.9 eV
SMILES = O=CF.C=S
lowest unoccupied orbital energy = -0.49 eV

The geometry in ORCA input format:
```
! RIJCOSX wB97M-V def2-TZVPD def2/J DEFGRID3
* xyz 0 1
C 1.8645 0.5076 -0.5523
C -1.7436 -0.4321 0.6262
O 1.3483 0.9134 0.3781
F 2.5317 -0.6802 -0.4875
S -2.9654 0.4790 0.0275
H -1.1946 -0.9590 -0.1131
H 1.8795 0.9089 -1.5779
H -1.7205 -0.7377 1.6989
*
```

***

## x
2 unconnected molecules or ions with the total composition C2H3FOS, computed with ωB97M-V/def2-TZVPD.

## Properties
highest occupied orbital energy = -9.6 eV
lowest unoccupied orbital energy = -0.07 eV

The geometry in ORCA input format:
```
! RIJCOSX wB97M-V def2-TZVPD def2/J DEFGRID3
* xyz 0 1
C -0.7056 0.2808 -1.6967
C 0.5936 -0.6556 0.8153
O -0.5350 0.5571 -0.5394
F 0.9829 0.5833 3.3520
S 1.4608 0.3044 1.6457
H -0.9162 -0.7465 -2.0353
H -0.6946 1.0446 -2.4859
H -0.1859 -1.3681 0.9445
*
```

***

Most stable: w

***

## w
2 unconnected molecules or ions with the total composition C2H6OS2, computed with ωB97M-V/def2-TZVPD.

## Properties
highest occupied orbital energy = -8.3 eV
SMILES = C=O.CSS
lowest unoccupied orbital energy = 0.71 eV

The geometry in ORCA input format:
```
! RIJCOSX wB97M-V def2-TZVPD def2/J DEFGRID3
* xyz 0 1
O -1.6564 0.2893 -2.6693
C -2.5332 0.9372 -2.1864
H -3.0206 0.8189 -1.2019
H -2.8826 1.8461 -2.7047
C 0.9722 -1.1329 -0.5943
S 0.1464 0.0666 0.5054
S 1.3031 -0.1413 2.1849
H 1.6584 -0.5615 -1.2206
H 0.1650 -1.5867 -1.1575
H 1.6311 -1.8615 -0.1260
H 1.4041 1.1648 2.4564
*
```

***

## x
2 unconnected molecules or ions with the total composition C2H6OS2, computed with ωB97M-V/def2-TZVPD.

## Properties
highest occupied orbital energy = -8.3 eV
SMILES = CC=O.SS
lowest unoccupied orbital energy = 0.47 eV

The geometry in ORCA input format:
```
! RIJCOSX wB97M-V def2-TZVPD def2/J DEFGRID3
* xyz 0 1
S -1.9522 -0.1280 0.5635
S -1.7106 -1.3977 -1.0845
H -1.5881 -1.0567 1.4562
H -1.5264 -0.3902 -1.9354
O 1.5401 0.9473 -0.2797
C 2.5045 1.5240 0.1475
C 3.4783 0.9157 1.1243
H 2.7098 2.5688 -0.1618
H 3.4075 1.4787 2.0559
H 3.1369 -0.0963 1.3210
H 4.4837 0.9392 0.7155
*
```

***

Most stable: x